1.
{
  "formula": "C2H10N4",
  "method": "wB97M-V/def2-TZVPD",
  "charge": 2,
  "e_homo_ha": -0.71549,
  "smiles": "NC(=[NH2+])[C@H](N)[NH3+]",
  "lumo_ev": -8.6,
  "elements": ["C", "N", "H", "H", "H", "N", "H", "N", "C", "H", "H", "H", "H", "H", "H", "N"],
  "coordinates": [[0.5332, -0.3109, -0.4172], [-1.1656, -0.3033, 1.3974], [-0.5045, -0.5513, 2.2502], [2.3213, 1.0606, -1.0669], [-2.8254, 0.1564, -0.4200], [-1.8907, 0.3547, -0.6300], [0.6822, 1.6852, -0.9999], [1.3832, 1.0465, -0.4974], [-0.9344, -0.0936, 0.1378], [1.6110, 1.4340, 0.4740], [1.1351, -1.2322, 1.2864], [-1.7286, 0.6064, -1.6024], [1.9989, -1.7396, -0.1840], [-2.1356, -0.3060, 1.6297], [0.3614, -0.5028, -1.5870], [1.1583, -1.3042, 0.2294]],
  "forces_ev_per_a": [[-1.0108, 0.4406, -3.7048], [1.3705, -1.0809, 2.5535], [-1.7077, 0.5108, -2.8060], [-2.1056, -0.5147, 1.0836], [-1.8371, 0.1045, 0.5502], [1.4984, -0.1193, -1.6283], [1.7614, -0.2346, 0.9224], [-0.4372, 1.9620, -0.2081], [2.3667, 0.8440, 0.4260], [-0.3893, -0.4064, -1.5564], [0.5536, -0.5942, -1.9793], [-0.0133, -0.3257, 0.1738], [-0.7873, 0.2796, 0.4911], [-0.7071, 0.1265, 0.8455], [0.5731, 0.0732, 2.4942], [0.8717, -1.0655, 2.3424]]
}



2.
{
  "formula": "C2H10NO",
  "method": "wB97M-V/def2-TZVPD",
  "charge": 1,
  "e_homo_ha": -0.53862,
  "lumo_ev": -3.6,
  "elements": ["N", "O", "C", "H", "H", "H", "C", "H", "H", "H", "H", "H", "H", "H"],
  "coordinates": [[0.3287, -1.2013, -0.7236], [-0.2257, 0.9866, 0.9572], [1.5077, -1.1030, -1.6105], [1.8226, -0.0856, -1.7598], [-2.2681, 0.6984, 0.9143], [1.4456, -1.4993, -2.6185], [-1.5686, 1.4132, 1.3304], [2.2673, -1.7640, -1.1989], [0.3782, 1.3964, 1.5840], [-1.7236, 2.3506, 0.7869], [-1.6324, 1.6934, 2.3753], [-0.6374, -0.9983, -0.9831], [0.2844, -2.1513, -0.3450], [0.5391, -0.6407, 0.1207]],
  "forces_ev_per_a": [[0.2442, -1.0222, 1.4538], [-0.0805, -0.4045, 0.5139], [0.7570, -0.5239, -1.2579], [0.1285, 0.3788, 0.5487], [-0.1648, -0.2387, 0.6218], [-1.1514, -0.1838, -0.0700], [0.8468, 1.2786, -1.3027], [0.2096, 0.5577, 0.4871], [0.0854, 0.0421, -0.0914], [-0.2716, -0.0557, 0.0154], [-0.2646, -0.7480, 0.2469], [0.3422, 0.5376, -0.7360], [-0.0463, -0.1175, -0.2428], [-0.6343, 0.4996, -0.1867]]
}



3.
{
  "formula": "C2H10NO",
  "method": "wB97M-V/def2-TZVPD",
  "charge": 1,
  "e_homo_ha": -0.55233,
  "lumo_ev": -3.9,
  "elements": ["H", "H", "H", "C", "N", "H", "H", "H", "H", "H", "C", "H", "O", "H"],
  "coordinates": [[-1.2135, -0.5811, 0.5146], [2.1518, -0.6750, 2.1008], [-2.2718, 1.6733, -1.0493], [-0.4796, 0.2196, -1.2566], [1.5372, -1.4023, 1.7108], [1.9392, -2.1960, 1.3601], [0.4960, 0.3679, -1.7529], [-0.8899, 2.4404, -1.7949], [0.8754, -1.3824, 2.4851], [-0.7947, 1.9507, -0.0374], [-1.1927, 1.6157, -1.0814], [-1.0235, -0.3630, -1.9663], [-0.2312, -0.5227, 0.0210], [1.0971, -1.1451, 0.7462]],
  "forces_ev_per_a": [[3.9196, 0.1488, -1.9652], [0.7487, -0.4139, -1.1567], [-0.2667, -0.6921, 0.0299], [0.1391, 1.4494, -0.3411], [-1.1759, 3.9148, -0.1830], [1.9047, -3.3284, 0.6314], [-0.2028, -0.0371, 0.7698], [0.0609, -1.3401, 0.5645], [-0.6812, -1.3999, -0.5328], [-0.8356, -0.1305, -1.7053], [2.2017, 0.7402, 2.0616], [-0.5679, -0.9344, -0.0373], [-4.4549, 0.8026, 0.3135], [-0.7894, 1.2206, 1.5508]]
}



4.
{
  "formula": "C2H10NO",
  "method": "wB97M-V/def2-TZVPD",
  "s2": 0.7530,
  "charge": 2,
  "e_homo_ha": [-0.73707, -0.73707],
  "spin_multiplicity": 2,
  "lumo_ev": [-9.2, -16.5],
  "elements": ["C", "H", "H", "H", "H", "O", "H", "N", "H", "H", "H", "H", "H", "C"],
  "coordinates": [[1.4000, -0.0480, 0.3451], [2.7373, -0.9874, -1.1809], [-0.6740, -0.0349, 0.4928], [1.2518, 1.0174, 0.2727], [-0.1102, -1.5666, 0.3236], [-3.4036, 1.4909, 0.0460], [1.0557, -1.4451, -1.3185], [0.0349, -0.6789, 0.8084], [-3.7244, 2.0140, 0.8614], [2.0297, -0.4777, 1.1269], [-0.0108, -0.8250, 1.8149], [1.5906, 0.1448, -1.8380], [-3.8913, 2.0090, -0.6889], [1.7144, -0.6126, -1.0655]],
  "forces_ev_per_a": [[-0.3083, -2.2365, -0.5562], [-0.1865, 0.1354, 0.3766], [-0.5483, -0.0982, 0.1969], [0.2735, 0.2380, 0.7526], [0.0501, -0.0916, 0.1613], [-1.0419, 1.3734, 0.0510], [0.0418, -0.0800, -0.0284], [0.5619, 0.5926, -0.7879], [0.2838, -0.5085, 0.1195], [0.5764, 0.9462, -0.3148], [-0.0783, 0.0939, 0.0990], [-0.1107, 0.0377, 0.0803], [0.3141, -0.5771, -0.2219], [0.1723, 0.1746, 0.0720]]
}



5.
{
  "formula": "C2H10NO4",
  "method": "wB97M-V/def2-TZVPD",
  "charge": 1,
  "e_homo_ha": -0.53419,
  "lumo_ev": -3.6,
  "elements": ["C", "H", "O", "O", "O", "H", "H", "H", "H", "H", "C", "O", "N", "H", "H", "H", "H"],
  "coordinates": [[0.5937, -1.3838, 1.2615], [-0.4434, -0.8196, 2.8171], [1.0259, -2.3898, 1.7163], [-0.9500, -0.8360, -2.1087], [-0.9048, 2.2298, 0.8015], [0.4561, -1.5517, -0.9105], [-0.4325, 0.7281, 0.0978], [0.5268, 0.8464, -1.3186], [2.0750, -1.0427, -0.2978], [1.1106, 1.1915, 0.2488], [0.9484, -0.8391, -0.1397], [-0.0329, -0.4813, 2.0012], [0.4936, 0.6010, -0.3067], [-1.1246, -1.6986, -2.5654], [-0.5783, 3.0691, 0.3208], [-0.9468, -0.0462, -2.7106], [-1.8169, 2.4228, 1.0929]],
  "forces_ev_per_a": [[1.5322, 0.4922, 0.3411], [0.5599, -0.2788, -0.2026], [-0.1167, -1.0415, -0.6136], [-0.2824, 0.3672, -0.8756], [-0.3159, 2.5868, -0.6932], [0.7218, 1.7801, 1.4605], [-0.3596, 0.2837, -0.1055], [-0.0787, -0.0766, 1.0977], [-1.7154, 1.0235, 0.3632], [-0.0384, 0.1691, -0.1605], [0.6849, -2.4809, -0.5525], [-1.5243, 1.3365, -0.0952], [1.8205, -2.2816, -1.1996], [0.0603, 1.6215, -0.0270], [-1.0664, -1.7394, 1.2672], [-0.4705, -1.8699, 0.1189], [0.5888, 0.1082, -0.1232]]
}



6.
{
  "formula": "C2H10NO5",
  "method": "wB97M-V/def2-TZVPD",
  "charge": -1,
  "e_homo_ha": -0.17539,
  "lumo_ev": 3.7,
  "elements": ["C", "H", "H", "O", "H", "H", "H", "H", "O", "H", "H", "N", "O", "C", "H", "O", "H", "O"],
  "coordinates": [[-0.9150, -0.1045, 1.0101], [-1.8607, 1.9432, -0.7068], [0.5395, 1.2969, 1.4751], [-1.9480, 2.8672, -0.4456], [2.0255, -0.2537, 2.4837], [0.2813, -1.4996, -1.2133], [0.1999, -2.8774, -1.5759], [0.5458, -0.1257, -2.9231], [-1.0506, -1.1830, 0.4003], [2.0395, -0.9685, 0.8015], [0.2473, 0.5636, -1.5616], [0.4478, 0.3310, 1.2185], [0.4485, -2.0491, -2.0028], [1.4349, -0.6329, 1.6412], [0.9724, -1.5222, 2.0834], [0.2955, 0.7050, -2.5133], [-1.9311, 2.7521, 0.5147], [-1.7726, 0.7575, 1.3141]],
  "forces_ev_per_a": [[0.4663, 1.5765, -0.6925], [-0.0737, -0.0122, -0.0937], [-0.0298, -0.1191, 0.4545], [0.0487, 0.2425, 0.0354], [0.3525, 0.2284, -0.4450], [-0.3054, 0.3222, -0.0695], [-0.0153, -0.3024, -0.4743], [-0.1093, -0.2781, 0.3328], [0.1035, -0.6499, 0.2414], [0.4861, -0.0732, 0.1083], [0.0408, -0.1463, 0.0138], [-0.4531, -0.6102, -0.1617], [0.1147, -0.2931, 0.7880], [-0.2152, -0.0344, 0.4566], [-0.2756, 0.0366, -0.3561], [0.0434, 0.7044, -0.2745], [-0.0439, -0.1473, -0.0540], [-0.1346, -0.4444, 0.1904]]
}



7.
{
  "formula": "C2H10NOS2",
  "method": "wB97M-V/def2-TZVPD",
  "charge": 1,
  "e_homo_ha": -0.47952,
  "lumo_ev": -4.0,
  "elements": ["H", "H", "H", "C", "N", "C", "S", "H", "H", "H", "O", "H", "H", "S", "H", "H"],
  "coordinates": [[-0.6951, -0.2983, 0.6428], [3.2277, -1.6639, -0.8428], [-0.2319, -0.6433, -2.1256], [0.9330, 0.6029, -0.8832], [-0.8123, -0.9497, -0.1442], [0.2785, -0.7547, -1.1673], [2.2428, 0.3576, 0.3233], [-0.8184, -1.8372, 0.3806], [1.4014, 1.0258, -1.7361], [-2.8064, 2.4378, 3.5200], [-2.6950, 2.1821, 2.5945], [0.8735, -1.6548, -1.2505], [-3.0037, 1.2733, 2.5673], [3.7797, -0.4410, -0.8567], [0.1366, 1.3000, -0.6432], [-1.8103, -0.9365, -0.3788]],
  "forces_ev_per_a": [[0.0521, 0.3310, -0.3060], [0.3700, -0.1709, -0.1231], [-0.1711, -0.2821, 0.0008], [0.2304, -1.4465, 0.0770], [-0.6764, -1.0808, 2.2928], [-1.2928, 1.0707, -1.5946], [0.6924, 0.4461, 0.6881], [0.8169, -0.1971, -0.5026], [0.2899, 0.0614, -1.0769], [0.0441, 0.0683, -0.1786], [0.1471, -0.1311, 0.0750], [0.3614, 0.1474, 0.4287], [-0.2039, -0.0091, 0.0987], [-1.0502, 0.1929, 0.4141], [0.1117, 0.3094, 0.6703], [0.2785, 0.6903, -0.9637]]
}



For reference, calculated total energy by record: -300.56025 -211.91510 -211.88975 -211.35190 -437.66317 -513.25015 -1008.29126 Eh.